Here is a cluster of 15 separate species, C69H86N8O37S2 in total at a distorted geometry from the OMol25 dataset. Energies are from ωB97M-V/def2-TZVPD.

XYZ file:
```
202
Properties=species:S:1:pos:R:3:forces:R:3
C 2.6987 -6.6253 1.2811 -0.17 1.24 1.86
O 2.3971 -7.9780 1.5942 1.25 -2.26 0.07
C 3.2749 -8.8916 2.2195 -0.60 0.06 0.13
O 3.1338 -10.1025 2.1592 0.26 2.84 -0.14
O 4.1874 -8.2173 2.9806 0.22 -0.03 -0.88
C 5.2946 -8.9663 3.5208 -0.20 -1.55 0.39
H 1.7436 -6.1473 1.0635 -0.02 -0.39 -0.68
H 3.4774 -6.3517 0.5692 -0.12 -0.85 -0.38
H 2.9637 -6.0840 2.1893 0.39 -0.15 0.25
H 5.1083 -9.2212 4.5641 -0.34 0.15 0.00
H 6.2893 -8.5206 3.5130 -0.53 0.97 -0.57
H 5.3870 -9.9176 2.9968 -0.15 0.05 -0.10
C 7.1554 1.4230 -2.1877 1.89 -1.04 -2.04
O 6.3177 2.4493 -1.8722 -2.86 1.15 1.68
C 6.6147 3.6874 -2.1671 3.88 1.20 -1.36
O 7.7117 4.0117 -2.6942 -3.38 -0.46 1.46
O 5.6444 4.5127 -1.7552 -0.66 -2.99 0.17
C 5.8678 5.8571 -1.8853 1.12 1.74 -0.64
H 8.1860 1.5999 -1.8801 -0.07 -0.11 0.60
H 7.2486 1.4328 -3.2737 0.00 -0.47 -0.25
H 6.7392 0.4649 -1.8765 0.00 0.32 0.24
H 4.9717 6.4196 -1.6233 -0.01 -0.29 0.08
H 6.1429 6.0541 -2.9214 0.06 0.39 0.09
H 6.6961 6.1078 -1.2226 0.00 0.50 -0.06
C 10.5473 -5.1731 -5.5884 -0.69 -0.23 -1.36
O 11.2235 -4.8674 -4.4140 0.61 -0.93 2.49
C 11.1182 -5.6360 -3.2764 -0.08 -0.83 -0.64
O 10.4626 -6.6398 -3.0756 0.30 1.43 -0.70
O 11.9916 -5.1146 -2.4201 -0.36 0.59 1.08
C 11.9324 -5.4741 -1.0110 0.55 0.09 0.25
H 11.2357 -4.9621 -6.4067 -0.09 0.36 0.02
H 9.6686 -4.5304 -5.6427 -0.08 -0.06 -0.27
H 10.2548 -6.2083 -5.7644 -0.04 -0.16 0.75
H 12.0636 -6.5419 -0.8354 0.12 0.07 -0.34
H 11.0818 -5.1496 -0.4116 -0.72 0.07 -0.96
H 12.7340 -4.8946 -0.5531 0.36 -0.34 -0.31
C 4.5051 -3.4790 -3.8402 2.12 -0.18 -0.97
O 3.7313 -2.3784 -3.4768 -1.28 0.91 0.55
C 3.9140 -1.1742 -4.0735 0.97 -1.33 -1.18
O 4.7619 -0.9122 -4.9085 -0.65 -0.14 0.78
O 2.9589 -0.4068 -3.6397 -2.16 0.74 1.45
C 2.7129 0.8789 -4.2558 2.53 -0.26 -0.88
H 5.5220 -3.1109 -3.9760 0.26 -0.31 0.08
H 4.2556 -3.9203 -4.8052 -0.56 0.16 -0.06
H 4.5262 -4.2795 -3.1008 -0.48 0.48 0.34
H 3.6468 1.4085 -4.0678 0.01 0.43 -0.53
H 1.9383 1.5494 -3.8837 -0.51 -1.15 0.45
H 2.6331 0.6279 -5.3135 -0.28 0.70 -0.09
C 3.3767 6.6800 -5.3132 -0.93 -1.28 0.10
O 4.6029 5.9872 -5.1007 -0.49 1.17 1.48
C 5.5334 5.7830 -5.9896 0.77 -1.34 -1.50
O 5.3925 5.7619 -7.1933 0.20 0.59 0.60
O 6.6215 5.3995 -5.3024 -0.99 0.98 0.47
C 7.7968 5.0697 -5.9815 0.68 -1.53 -0.75
H 3.2388 7.5005 -4.6091 0.61 0.17 -0.21
H 2.6636 5.9140 -5.0085 -0.44 0.21 -0.16
H 3.1323 6.9546 -6.3394 0.59 0.07 -0.03
H 8.3800 4.4574 -5.2938 0.15 0.54 0.25
H 8.3514 5.9250 -6.3676 -0.17 0.05 0.15
H 7.5819 4.3571 -6.7779 -0.13 0.32 -0.40
C 0.1554 -5.0237 -3.2932 -0.34 0.77 1.74
C -0.0889 -4.6035 -4.5530 0.89 -0.52 -2.46
C 0.7449 -5.0768 -5.6122 -0.87 0.18 0.85
C 1.7790 -5.9742 -5.3204 -1.29 -0.09 -0.35
C 1.9951 -6.3878 -4.0053 0.18 1.03 0.81
C 1.2279 -5.8044 -2.9680 1.08 -1.52 -1.16
N 2.5446 -6.6124 -6.4519 0.80 0.50 0.14
O 2.1321 -6.5217 -7.6116 0.56 -0.22 1.98
O 3.6192 -7.1198 -6.0966 -1.37 0.34 -0.95
H -0.4675 -4.6549 -2.4918 -0.15 0.03 0.12
H -0.9331 -3.9581 -4.7458 0.07 0.07 -0.25
H 0.4820 -4.7654 -6.6123 0.42 -0.16 -0.16
H 2.8151 -7.0342 -3.7292 -0.04 -0.12 -0.30
H 1.4381 -6.0456 -1.9365 0.04 -0.15 0.01
C 0.5608 -1.9874 0.7700 0.61 -1.72 -1.53
C 1.0355 -2.5063 -0.4732 -0.03 1.23 0.09
C 0.7768 -1.8478 -1.7157 -0.48 -0.38 1.98
C -0.0712 -0.7283 -1.6309 0.86 -1.26 -0.38
C -0.5316 -0.2833 -0.4138 -1.22 1.23 -0.26
C -0.2547 -0.9065 0.7792 0.20 0.85 0.24
N -0.4033 -0.0202 -2.8824 -0.20 1.69 0.10
O -0.1618 -0.5338 -3.9620 -0.20 -0.06 0.76
O -0.8634 1.1290 -2.7613 0.43 -1.38 -0.19
H 0.8083 -2.4922 1.6921 0.18 -0.09 0.01
H 1.7281 -3.3273 -0.3614 0.04 -0.18 -0.60
H 1.1890 -2.1696 -2.6607 0.06 -0.09 0.08
H -1.1796 0.5785 -0.3525 -0.02 0.17 -0.38
H -0.5640 -0.4410 1.7034 -0.30 -0.12 0.00
C 9.7854 -2.0136 -3.5441 0.77 0.08 0.75
C 8.7005 -1.3274 -4.0179 -1.69 0.21 -1.03
C 8.7697 -0.3533 -5.0164 2.36 0.65 0.58
C 10.0940 0.0436 -5.3855 -0.45 -0.97 0.80
C 11.2305 -0.5340 -4.7832 -1.27 -0.07 -0.24
C 11.0461 -1.5551 -3.8391 1.08 0.57 -1.40
N 10.3193 1.0528 -6.4177 -0.18 1.50 -1.31
O 11.3642 0.9721 -7.0928 -1.99 0.32 1.26
O 9.4397 1.9428 -6.5616 1.86 -1.93 0.19
H 9.6897 -2.8664 -2.8883 -0.26 0.04 0.20
H 7.7165 -1.6037 -3.6691 -0.18 -0.16 -0.04
H 7.9010 0.1527 -5.4111 0.07 -0.06 0.01
H 12.2182 -0.2418 -5.1079 -0.03 0.12 0.07
H 11.9595 -2.0156 -3.4926 -0.18 -0.28 0.35
C -0.8104 1.5612 -8.3535 0.37 -0.74 0.65
C -0.1688 1.1780 -9.5372 0.76 0.04 0.97
C 0.6754 0.0604 -9.5324 0.55 -0.10 0.18
C 0.9251 -0.6648 -8.3672 -1.09 0.89 -0.53
C 0.2505 -0.2991 -7.1970 -0.39 -0.81 -0.33
C -0.6341 0.7840 -7.1910 0.73 -0.62 -0.73
N 1.8158 -1.8412 -8.4444 1.52 -0.45 -0.79
O 1.9064 -2.5529 -7.4575 -0.44 0.38 -0.25
O 2.5011 -2.0405 -9.4755 -1.63 0.72 1.62
H -1.4256 2.4453 -8.2740 -0.09 0.07 -0.32
H -0.1288 1.8530 -10.3794 -0.45 -0.22 -0.22
H 1.2444 -0.2584 -10.3933 -0.15 0.22 -0.30
H 0.2555 -0.9720 -6.3523 0.39 0.18 0.24
H -1.1593 0.9086 -6.2556 -0.14 0.51 -0.06
C 2.2186 4.5900 0.4109 0.43 0.34 -2.60
C 1.1177 4.5588 -0.4620 0.44 -0.30 0.34
C -0.0428 3.9019 -0.1086 -0.27 -0.41 1.69
C -0.0615 3.2892 1.1730 0.47 0.44 0.32
C 1.0711 3.3707 2.0214 -1.86 -2.31 -0.36
C 2.2331 3.8935 1.5711 0.11 1.48 1.25
N -1.3028 2.5947 1.6512 -0.88 -0.95 0.15
O -1.2045 1.6912 2.5188 0.06 2.12 -1.71
O -2.3700 2.9138 1.1054 1.80 -0.49 0.92
H 3.1104 5.0597 0.0230 0.17 0.18 0.18
H 1.1977 4.9818 -1.4525 0.02 0.26 0.05
H -0.9232 3.9198 -0.7340 0.00 -0.27 -0.01
H 1.2159 2.8408 2.9513 -1.12 -0.06 0.25
H 2.9847 3.9685 2.3431 0.70 -0.08 -0.53
C 1.9056 3.7202 -10.9403 0.43 -0.77 -0.01
C 2.7849 2.6731 -10.6154 -0.67 1.04 0.78
C 3.2750 2.5785 -9.2987 -0.17 -0.33 -1.02
C 2.8300 3.4727 -8.3621 -0.84 1.62 -0.15
C 1.9151 4.5390 -8.6862 0.00 -1.46 -0.20
C 1.4053 4.6159 -9.9876 1.52 -0.52 0.24
N 3.2892 3.3231 -6.9515 0.59 -0.19 -1.37
O 4.4162 2.8404 -6.7680 -2.12 0.79 0.41
O 2.4570 3.6898 -6.1382 1.01 -0.38 0.65
H 1.6276 3.8154 -11.9795 -0.31 0.02 -0.05
H 3.0121 1.9228 -11.3582 0.34 0.09 -0.02
H 3.9776 1.7964 -9.0517 0.00 0.00 0.23
H 1.5195 5.2158 -7.9434 0.32 -0.09 0.25
H 0.7292 5.3893 -10.3210 -0.06 0.10 0.30
C -2.7481 5.1113 -3.9624 0.84 -0.31 -0.05
C -2.3400 3.9591 -4.6813 -1.34 1.03 1.15
C -3.1613 3.5260 -5.7066 1.30 -0.38 -0.51
C -4.2097 4.3072 -6.1850 0.58 -0.47 1.81
C -4.6294 5.3743 -5.4039 -0.17 0.63 0.15
C -3.8650 5.8282 -4.2919 -0.78 -0.80 -1.77
N -4.9896 3.8266 -7.3255 -1.06 0.78 0.66
O -5.7639 4.5914 -7.8185 -0.94 2.34 -0.45
O -4.9469 2.7009 -7.6967 1.53 -2.70 -0.01
H -2.2193 5.4687 -3.0911 0.46 -0.21 0.01
H -1.5144 3.3868 -4.2847 0.03 -0.23 -0.31
H -2.9145 2.5679 -6.1397 -0.20 0.03 -0.45
H -5.6039 5.7934 -5.6069 0.14 0.42 -0.29
H -4.1118 6.7360 -3.7614 -0.35 -0.17 0.09
C 5.5755 -7.2044 -3.4552 0.30 0.79 -0.95
C 5.1545 -7.3294 -2.1496 0.10 -0.88 -1.07
C 5.7867 -6.6369 -1.1745 0.81 1.01 1.91
C 6.7529 -5.6937 -1.4820 0.67 0.05 -1.02
C 7.1305 -5.4821 -2.8452 -0.25 0.40 1.35
C 6.5310 -6.2125 -3.8463 -0.98 -1.36 0.96
N 7.5279 -5.0122 -0.3926 0.13 0.02 1.39
O 7.1114 -5.0546 0.7920 0.35 -0.10 -2.51
O 8.5862 -4.4710 -0.6961 -1.07 -0.41 -0.02
H 5.1269 -7.8981 -4.1508 0.12 0.26 -0.48
H 4.4447 -8.0958 -1.8753 -0.12 -0.05 -0.04
H 5.5810 -6.9264 -0.1546 0.06 0.47 0.26
H 7.8587 -4.7289 -3.1073 0.11 0.02 0.19
H 6.8274 -6.0544 -4.8727 -0.09 -0.11 -0.05
O 4.4482 -2.9010 0.3071 -0.04 0.89 -0.89
S 5.3303 -1.8667 -0.1771 1.42 1.28 1.34
O 6.3123 -2.1322 -1.2184 -1.56 0.34 0.95
O 4.5822 -0.4407 -0.6245 1.54 -2.51 -0.45
C 3.5237 -0.0074 0.1703 -1.55 0.17 1.08
C 2.7729 1.0641 -0.5769 -0.21 -0.50 -0.22
C 6.2740 -1.1482 1.2710 -0.16 -0.28 -2.06
H 3.8231 0.3994 1.1362 0.78 0.39 0.02
H 2.8850 -0.8193 0.5183 -0.12 -0.32 -0.73
H 3.4428 1.9159 -0.6938 -0.48 0.34 0.15
H 1.8389 1.2000 -0.0316 0.17 0.84 0.21
H 2.4382 0.7529 -1.5664 0.35 -0.29 0.01
H 6.7773 -0.3739 0.6920 0.35 0.15 0.42
H 6.9912 -1.9114 1.5731 -0.23 0.05 0.21
H 5.6811 -0.6832 2.0586 -0.16 -0.52 -0.16
O 6.9338 -4.7676 -8.5101 0.12 2.02 1.83
S 6.4829 -3.7105 -7.5931 -0.84 -0.31 -2.97
O 6.8999 -3.6422 -6.2053 -0.04 0.06 -1.14
O 6.7305 -2.2227 -8.3842 0.23 -3.74 1.19
C 6.7956 -1.0319 -7.5840 -0.77 -0.65 -0.91
C 5.7084 -0.1829 -8.1966 -0.05 1.67 1.33
C 4.6732 -3.7779 -7.7019 0.91 0.76 0.26
H 7.8205 -0.7037 -7.7570 -0.20 0.65 0.34
H 6.5988 -1.2616 -6.5368 0.10 0.11 -0.04
H 4.6830 -0.5192 -8.0429 0.16 -1.03 -0.41
H 5.9056 0.1156 -9.2262 -0.05 -0.16 0.09
H 5.6156 0.6915 -7.5526 0.48 0.73 -0.26
H 4.3672 -4.7292 -7.2666 -0.08 0.31 0.30
H 4.2750 -3.6897 -8.7126 0.65 -0.17 -0.11
H 4.3902 -2.8511 -7.2028 -0.48 -0.43 0.53
```
Positions in Å, forces in eV/Å.

Lowest unoccupied orbital energy = -1.26 eV
Frontier orbital gap = 8.461 eV
DFT total energy = -182269.646 eV
HOMO level = -9.7 eV